No. 1
101
Properties=species:S:1:pos:R:3:lowdin_charge:R:1 method="wB97M-V/def2-TZVPD" spin_multiplicity=1 energy_ev=-107931.8845 charge=+3 lumo_ev=-8.464 homo_ev=-16.9417
Ga 0.1499 0.1146 -0.7693 0.71
C 4.5113 -0.1430 3.9546 -0.01
C 4.4237 0.0483 2.4112 -0.32
C 4.9174 1.4489 2.0288 -0.05
C 2.9780 -0.1203 1.9034 -0.16
C 2.0723 0.8406 2.3781 0.03
C 0.7474 0.7774 2.1119 -0.11
C -0.1326 1.8833 2.7770 -0.35
C -0.3687 1.5758 4.2858 0.00
C 0.3521 3.2368 2.3232 -0.03
C 0.1500 -0.4253 1.4438 -0.16
C 1.1004 -1.4994 1.1712 -0.14
C 2.5122 -1.2255 1.3079 0.00
C 0.8981 -2.9662 1.0540 -0.38
C -0.4787 -3.5190 0.5820 -0.02
C 1.2160 -3.5862 2.3938 -0.02
C -1.3001 -0.8553 1.7354 -0.20
C -1.5548 -1.4738 2.9989 -0.04
C -2.8309 -1.8758 3.4125 0.00
C -3.9686 -1.5945 2.6062 0.01
C -3.7548 -0.9633 1.3607 -0.08
C -2.4425 -0.6392 0.9399 -0.28
P -2.2508 0.0301 -0.7677 1.19
C -2.9876 -1.2225 -2.0302 -0.63
C -3.8526 -2.1967 -1.2969 -0.09
C -1.8906 -1.9121 -2.8460 -0.09
C -3.8665 -0.5975 -3.1320 -0.07
C -2.9594 1.7281 -0.8682 -0.68
C -4.4356 1.8117 -0.6117 -0.03
C -2.5724 2.2505 -2.2709 -0.05
C -2.2543 2.5684 0.1528 -0.10
H 5.4581 -0.5013 4.2440 0.08
H 3.8087 -0.8850 4.3428 0.09
H 4.2401 0.7166 4.4788 0.06
H 5.0524 -0.6555 1.9141 0.13
H 4.4876 2.1797 2.6704 0.06
H 4.6405 1.6626 0.9672 0.06
H 6.0495 1.5067 2.0543 0.12
H 2.3737 1.7716 2.8524 0.13
H -1.1403 1.7436 2.3305 0.10
H 0.5599 1.7647 4.8550 0.10
H -0.6053 0.5518 4.4173 0.04
H -1.2390 2.1729 4.6474 0.11
H 1.3751 3.3330 2.6409 0.08
H -0.2835 4.0534 2.5649 0.10
H 0.3617 3.2445 1.2248 0.05
H 3.0860 -2.1024 0.9701 0.15
H 1.5385 -3.3603 0.2693 0.12
H -1.3057 -3.4242 1.2851 0.09
H -0.2961 -4.5520 0.3198 0.10
H -0.6961 -3.0931 -0.3750 0.04
H 0.9419 -4.7162 2.4349 0.15
H 0.5223 -3.2714 3.2008 0.09
H 2.1982 -3.3513 2.6922 0.07
H -0.6795 -1.5809 3.7019 0.14
H -2.8517 -2.3013 4.3951 0.12
H -4.9831 -2.0677 2.7088 0.15
H -4.6306 -0.7747 0.7757 0.08
H -3.2646 -2.7922 -0.6083 0.09
H -4.1800 -2.9468 -2.0866 0.13
H -4.7714 -1.7744 -0.9483 0.08
H -1.1703 -2.4718 -2.2618 0.05
H -1.4210 -1.1521 -3.4429 0.06
H -2.3301 -2.6617 -3.5878 0.14
H -4.7173 0.0421 -2.7829 0.10
H -4.5009 -1.4530 -3.4736 0.12
H -3.2547 -0.1087 -3.8614 0.07
H -4.8951 1.7201 -1.5306 0.05
H -4.7017 2.8415 -0.3150 0.13
H -4.8294 1.0695 0.0683 0.08
H -2.7691 1.6415 -3.0674 0.02
H -1.4609 2.3158 -2.3230 0.07
H -2.9739 3.2564 -2.4633 0.13
H -2.6824 2.2707 1.0741 0.08
H -2.3667 3.6378 -0.1325 0.13
H -1.1791 2.2648 0.1732 0.04
N 2.3790 -2.4027 -5.9028 0.19
C 1.9367 -1.8678 -4.7156 -0.25
C 2.1174 -2.5588 -3.5109 0.03
C 1.6081 -2.0755 -2.3541 -0.05
N 1.0906 -0.7961 -2.2496 -0.05
C 1.0048 -0.0990 -3.3908 -0.13
C 1.3200 -0.6119 -4.6491 0.05
H 2.9591 -3.2542 -5.8108 0.15
H 2.4508 -1.8301 -6.7157 0.12
H 2.6499 -3.4473 -3.5358 0.12
H 1.7689 -2.5546 -1.3698 0.12
H 0.5626 0.9005 -3.3401 0.12
H 1.2969 -0.0052 -5.5068 0.12
C 0.4860 3.9600 -1.2777 0.02
C 1.5261 2.9277 -1.2034 -0.35
N 1.5319 1.6554 -0.9008 0.07
C 2.8825 1.2480 -0.9102 -0.07
C 3.6119 2.3287 -1.3404 -0.02
N 2.7506 3.3385 -1.5005 0.16
H -0.4917 3.7152 -0.9987 0.02
H 0.4581 4.4754 -2.2056 0.11
H 0.7256 4.7354 -0.5740 0.11
H 3.1302 0.2679 -0.8000 0.08
H 4.6341 2.3541 -1.5083 0.13
H 2.9678 4.3341 -1.4824 0.20

No. 2
81
Properties=species:S:1:pos:R:3:mulliken_spin:R:1 method="wB97M-V/def2-TZVPD" spin_multiplicity=3 s_squared=2.045 relative_energy_kcal_mol=0.0 energy_ev=-279445.0290 charge=0 lumo_ev="-0.957 / -2.137" homo_ev="-6.5936 / -7.4378"
W 0.2981 -0.4082 -0.3517 0.33
Se -1.9695 -0.8042 -1.0729 0.43
P -1.2190 -0.7986 1.7925 0.46
Se 1.3159 -2.2808 0.3870 -0.10
C -1.7017 -2.5126 2.1651 0.03
C -1.7974 -3.5329 1.2206 0.03
C -2.1559 -4.8151 1.6091 0.00
C -2.4160 -5.0947 2.9432 0.01
C -2.3224 -4.0863 3.8918 0.00
C -1.9708 -2.8025 3.5046 0.01
C -2.7716 0.1047 1.9627 0.02
C -2.6970 1.4916 2.1186 0.07
C -3.8572 2.2347 2.2775 -0.02
C -5.0933 1.6050 2.2941 0.04
C -5.1730 0.2255 2.1432 -0.01
C -4.0208 -0.5224 1.9749 0.02
H -1.6031 -3.3135 0.1783 0.00
H -2.2339 -5.5984 0.8658 0.00
H -2.6934 -6.0971 3.2431 0.00
H -2.5196 -4.2987 4.9344 0.00
H -1.9036 -2.0166 4.2483 -0.01
H -1.7387 1.9969 2.0958 -0.01
H -3.7892 3.3090 2.3904 0.00
H -5.9969 2.1871 2.4229 0.00
H -6.1369 -0.2671 2.1520 0.00
H -4.0874 -1.5948 1.8427 0.00
O -0.0526 3.2542 1.5641 0.00
C 0.5918 2.5283 0.8400 0.00
O 0.0653 1.4047 0.3817 -0.05
C 1.9644 2.8980 0.3947 0.01
C 2.4944 4.0633 0.9564 0.00
C 3.7392 4.5344 0.5957 0.00
C 4.4759 3.8390 -0.3584 0.00
C 3.9714 2.6812 -0.9144 0.00
C 2.7191 2.1799 -0.5363 0.00
S 2.2979 0.6537 -1.3113 0.01
H 1.8873 4.5811 1.6866 0.00
H 4.1334 5.4353 1.0465 0.00
H 5.4537 4.1931 -0.6597 0.00
H 4.5518 2.1294 -1.6437 0.00
C 0.5387 -3.2728 -5.3708 0.01
Si -0.0867 -3.3129 -3.6076 0.02
C 0.9076 -4.4988 -2.5771 0.00
C -1.9117 -3.7006 -3.5266 0.03
As 0.3892 -1.1036 -2.8221 0.61
Si -0.0742 0.7829 -4.1667 -0.01
C -0.4631 2.2209 -3.0461 0.01
C 1.4334 1.1234 -5.2257 0.02
C -1.5561 0.3474 -5.2261 0.02
H 0.3550 -4.2343 -5.8579 0.00
H 1.6119 -3.0789 -5.4096 0.01
H 0.0226 -2.5071 -5.9495 0.00
H 0.7481 -5.5092 -2.9642 0.00
H 0.5874 -4.4829 -1.5339 0.00
H 1.9751 -4.2808 -2.6179 0.01
H -2.0602 -4.7769 -3.4014 0.00
H -2.4123 -3.3952 -4.4471 0.00
H -2.3873 -3.1894 -2.6911 -0.01
H 0.4290 2.5799 -2.5323 0.00
H -1.2245 1.9842 -2.3023 0.00
H -0.8432 3.0303 -3.6787 0.00
H 2.0841 1.8457 -4.7305 0.00
H 1.1214 1.5410 -6.1860 0.00
H 2.0201 0.2257 -5.4208 0.00
H -2.3967 0.0297 -4.6068 0.00
H -1.3257 -0.4462 -5.9377 0.00
H -1.8686 1.2244 -5.7999 0.00
S 4.7501 1.3380 2.7957 0.00
C 3.5297 0.4031 1.9962 0.00
N 2.3249 0.5409 2.4194 0.00
C 2.2849 1.4405 3.4758 -0.01
C 1.1289 1.8334 4.1511 0.01
C 1.2385 2.7575 5.1668 0.01
C 2.4830 3.2967 5.5191 0.00
C 3.6355 2.9242 4.8579 0.00
C 3.5240 1.9912 3.8292 0.00
H 3.7878 -0.2312 1.1572 0.00
H 0.1744 1.4227 3.8482 0.01
H 0.3518 3.0814 5.6955 0.00
H 2.5415 4.0213 6.3208 0.00
H 4.5933 3.3489 5.1275 0.00

No. 3
8
Properties=species:S:1:pos:R:3:nbo_charge:R:1 method="wB97M-V/def2-TZVPD" spin_multiplicity=1 relative_energy_kcal_mol=90.2 energy_ev=-12886.0427 charge=0 lumo_ev="-1.965 / -1.953" homo_ev="-10.1129 / -10.1158"
O 2.7928 -0.8500 0.0395 -0.28
N 1.6274 -0.9274 0.2469 0.33
O 0.8496 0.0988 -0.1140 -0.41
C -0.7982 -0.1190 -0.1095 0.52
F -0.9963 -0.7845 1.0573 -0.30
N -1.3091 1.0833 0.1438 0.08
O -0.9389 2.1548 -0.2632 -0.16
H -1.2272 -0.6560 -1.0009 0.22

No. 4
12
Properties=species:S:1:pos:R:3:nbo_charge:R:1 method="wB97M-V/def2-TZVPD" spin_multiplicity=1 relative_energy_kcal_mol=105.4 energy_ev=-19264.1938 charge=0 lumo_ev="0.664 / 0.804" homo_ev="-7.3061 / -6.8338"
C -0.3895 1.0967 -0.4347 0.08
C 0.9196 -0.8929 0.6663 0.34
C -1.0051 0.6922 -1.6880 -0.71
N 1.3420 -1.0287 2.0053 -0.85
O 0.3133 0.2601 0.4896 -0.48
Cl 0.4425 -2.2496 -0.2356 -0.01
H -0.4027 2.0660 0.1815 0.20
H -2.0828 0.6738 -1.5439 0.22
H -0.6904 -0.3386 -2.0767 0.24
H -0.7181 1.4043 -2.4077 0.23
H 0.7351 -1.5378 2.6512 0.36
H 1.5361 -0.1456 2.3925 0.38

No. 5
170
Properties=species:S:1:pos:R:3:lowdin_charge:R:1 method="wB97M-V/def2-TZVPD" spin_multiplicity=1 relative_energy_kcal_mol=3.2 energy_ev=-78635.6299 charge=0 lumo_ev=0.663 homo_ev=-8.3156
C -3.3776 3.5473 -2.8472 -0.13
O -3.8407 2.2404 -2.7164 -0.19
C -3.7557 1.7298 -1.3858 -0.19
C -4.3850 0.3661 -1.4036 -0.42
C -4.3963 -0.3022 -0.0427 -0.06
N -3.5652 -0.5078 -2.2850 0.06
H -4.0522 4.2942 -2.4087 0.09
H -3.2304 3.7536 -3.9064 0.09
H -2.3942 3.6888 -2.3661 0.08
H -2.6983 1.6546 -1.1020 0.12
H -4.3018 2.4075 -0.7182 0.13
H -5.4065 0.3783 -1.8034 0.14
H -3.3563 -0.4025 0.2666 0.04
H -4.8607 -1.2882 -0.0448 0.07
H -4.9098 0.2907 0.7211 0.08
H -4.0189 -1.4099 -2.3926 0.06
H -3.5177 -0.0981 -3.2132 0.07
C -4.5074 -1.9631 4.0065 -0.10
O -5.7268 -2.5725 3.6323 -0.17
C -5.5161 -3.5282 2.6186 -0.23
C -6.8294 -4.2271 2.3164 -0.44
C -7.2466 -5.1427 3.4540 -0.07
N -6.7189 -4.9319 1.0383 0.03
H -3.7468 -2.7144 4.2392 0.09
H -4.7481 -1.2320 4.7717 0.09
H -4.0838 -1.3932 3.1629 0.05
H -5.1866 -2.9916 1.7146 0.11
H -4.7378 -4.2718 2.8529 0.13
H -7.5593 -3.4247 2.1886 0.14
H -8.2308 -5.5600 3.2132 0.07
H -7.4065 -4.6379 4.4129 0.08
H -6.5357 -5.9446 3.6610 0.08
H -6.1190 -5.7439 1.1300 0.07
H -7.6386 -5.2509 0.7623 0.07
C 0.5559 6.8177 0.6414 -0.12
O 1.3997 5.8660 0.0288 -0.23
C 2.6301 6.4902 -0.4102 -0.19
C 3.6766 5.4070 -0.5391 -0.44
C 4.1376 4.9943 0.8599 -0.05
N 4.8346 5.8456 -1.3122 0.05
H 1.0524 7.1099 1.5746 0.09
H -0.4100 6.3630 0.8379 0.08
H 0.4539 7.6784 -0.0298 0.09
H 2.3394 6.9214 -1.3784 0.13
H 2.8873 7.2654 0.3196 0.12
H 3.2181 4.5207 -0.9752 0.11
H 4.5088 5.8293 1.4575 0.08
H 4.8975 4.2154 0.7742 0.08
H 3.3110 4.5440 1.4151 0.07
H 5.2825 6.6397 -0.8706 0.07
H 4.5765 6.1129 -2.2547 0.06
C -0.1048 4.3797 3.5206 -0.10
O -1.1267 3.4106 3.6172 -0.19
C -2.3218 3.7691 2.9680 -0.22
C -3.4599 2.9010 3.4827 -0.44
C -3.0682 1.4589 3.6084 -0.05
N -4.5719 3.0340 2.5328 0.04
H -0.4724 5.4039 3.6398 0.08
H 0.3788 4.3314 2.5288 0.08
H 0.6630 4.1058 4.2399 0.09
H -2.5850 4.8187 3.1665 0.12
H -2.2256 3.6105 1.8833 0.12
H -3.7557 3.2691 4.4754 0.14
H -2.7114 1.0691 2.6501 0.06
H -3.9044 0.7983 3.8560 0.06
H -2.3234 1.3046 4.3876 0.09
H -4.9969 3.9517 2.6390 0.07
H -5.3206 2.3841 2.7459 0.07
C -0.3046 -0.9584 -3.4713 -0.12
O 0.9077 -1.5533 -3.0947 -0.20
C 0.9721 -2.8804 -3.5685 -0.21
C 2.3838 -3.3732 -3.4708 -0.42
C 3.2997 -2.6714 -4.4501 -0.05
N 2.3772 -4.8072 -3.8317 0.04
H -0.2986 -0.6657 -4.5359 0.10
H -0.4624 0.0054 -2.9790 0.08
H -1.1710 -1.6006 -3.2892 0.07
H 0.2713 -3.4981 -2.9885 0.09
H 0.6289 -2.9560 -4.6110 0.13
H 2.8138 -3.2852 -2.4665 0.13
H 3.3470 -1.5887 -4.3336 0.05
H 2.9781 -2.8699 -5.4769 0.09
H 4.3258 -3.0316 -4.3422 0.07
H 2.0215 -5.3699 -3.0670 0.06
H 3.2899 -5.1794 -4.0535 0.07
C 4.0734 -2.3891 7.1018 -0.11
O 3.7550 -1.5828 5.9901 -0.18
C 2.3762 -1.3785 5.8620 -0.25
C 2.0620 -0.6934 4.5776 -0.46
C 2.7906 0.6172 4.4026 -0.05
N 0.6169 -0.4804 4.4821 0.05
H 5.0909 -2.1467 7.4020 0.09
H 4.0334 -3.4460 6.8139 0.09
H 3.3845 -2.2049 7.9300 0.09
H 1.8365 -2.3441 5.8937 0.13
H 1.9576 -0.8015 6.7044 0.14
H 2.3925 -1.3398 3.7452 0.14
H 2.6523 0.9653 3.3734 0.06
H 3.8653 0.4801 4.5150 0.08
H 2.3908 1.3722 5.0806 0.08
H 0.3561 -0.1863 3.5451 0.05
H 0.1277 -1.3695 4.5640 0.07
C 0.2997 4.7444 -3.9172 -0.12
O 1.0304 3.5950 -4.2402 -0.18
C 2.2928 3.5862 -3.5992 -0.22
C 3.1952 2.5087 -4.1872 -0.44
C 2.4867 1.1754 -4.3035 -0.05
N 4.4236 2.3527 -3.4229 0.05
H 0.7122 5.6267 -4.4310 0.09
H 0.3254 4.9559 -2.8376 0.08
H -0.7445 4.6404 -4.2072 0.07
H 2.7645 4.5696 -3.7668 0.12
H 2.2161 3.4151 -2.5154 0.10
H 3.4990 2.8229 -5.1948 0.14
H 2.1004 0.8854 -3.3151 0.06
H 3.1814 0.4094 -4.6418 0.07
H 1.6107 1.2298 -4.9469 0.08
H 4.3130 1.6883 -2.6552 0.01
H 4.7484 3.2221 -3.0114 0.06
C 6.6092 -2.7520 -1.8394 -0.11
O 5.2303 -2.5228 -1.6385 -0.24
C 4.9129 -2.0059 -0.3256 -0.18
C 5.1276 -0.4909 -0.2428 -0.41
C 4.6567 0.0132 1.1173 -0.06
N 4.3691 0.1773 -1.3188 0.04
H 6.7428 -2.9483 -2.9051 0.08
H 6.9275 -3.6322 -1.2767 0.09
H 7.1807 -1.8418 -1.6373 0.08
H 3.8422 -2.2200 -0.2639 0.12
H 5.4764 -2.5930 0.4099 0.13
H 6.1830 -0.2719 -0.4319 0.13
H 3.5827 -0.1399 1.2152 0.06
H 4.8833 1.0760 1.2092 0.08
H 5.1847 -0.5191 1.9117 0.08
H 4.5482 -0.3875 -2.1488 0.07
H 3.3690 0.0852 -1.1193 0.03
C -2.9651 -3.7050 -4.3577 -0.12
O -2.9266 -3.9236 -2.9726 -0.21
C -2.4349 -5.2188 -2.6404 -0.21
C -2.1860 -5.2821 -1.1486 -0.43
C -1.0789 -4.3270 -0.7283 -0.06
N -1.8382 -6.6423 -0.7018 0.04
H -3.6466 -4.4147 -4.8489 0.09
H -1.9766 -3.8220 -4.8173 0.09
H -3.3554 -2.7005 -4.5069 0.08
H -3.1297 -5.9942 -2.9867 0.13
H -1.4667 -5.3400 -3.1578 0.13
H -3.0859 -4.9884 -0.5977 0.14
H -0.8858 -4.4357 0.3372 0.08
H -1.3546 -3.3097 -0.9998 0.06
H -0.1383 -4.5545 -1.2433 0.07
H -0.9715 -6.9216 -1.1537 0.07
H -2.5498 -7.3004 -1.0019 0.07
C -1.3993 -1.6593 1.6034 -0.10
O -0.3432 -0.7345 1.6318 -0.19
C -0.5325 0.3626 0.7759 -0.21
C 0.8121 0.8627 0.2866 -0.39
C 0.6129 2.1898 -0.4629 -0.03
N 1.4733 -0.0906 -0.5974 0.07
H -1.6320 -2.0495 0.6105 0.06
H -2.3241 -1.1905 1.9626 0.05
H -1.1920 -2.5190 2.2409 0.10
H -1.1069 0.0617 -0.1172 0.12
H -1.0863 1.1769 1.2603 0.11
H 1.4294 1.1355 1.1520 0.13
H -0.1399 2.8399 -0.0093 0.07
H 0.3398 2.0241 -1.5099 0.07
H 1.5337 2.7784 -0.4519 0.06
H 1.1609 0.0375 -1.5549 0.03
H 1.1213 -1.0213 -0.3768 0.09

No. 6
12
Properties=species:S:1:pos:R:3:nbo_charge:R:1 method="wB97M-V/def2-TZVPD" spin_multiplicity=1 relative_energy_kcal_mol=87.4 energy_ev=-10718.0202 charge=0 lumo_ev="0.715 / 0.715" homo_ev="-7.2221 / -7.2213"
C -1.4809 -0.3606 0.1302 0.09
C 2.9426 0.4151 -0.0741 1.06
N -2.3588 0.7453 -0.0804 -0.78
N 0.8056 -1.0331 -0.3569 -0.71
N -0.1704 -0.2438 -0.0074 -0.25
O 3.6294 -0.4817 -0.0002 -0.50
O 2.2880 1.3154 -0.1716 -0.56
H -1.9786 -1.3528 0.2379 0.19
H -1.7392 1.5419 0.0342 0.36
H -2.9878 0.7651 0.7224 0.36
H 0.7036 -2.0176 -0.3808 0.33
H 0.3466 0.7069 -0.0533 0.42

No. 7
14
Properties=species:S:1:pos:R:3:nbo_charge:R:1 method="wB97M-V/def2-TZVPD" spin_multiplicity=1 relative_energy_kcal_mol=84.1 energy_ev=-16591.7588 charge=+1 lumo_ev="-5.526 / -5.524" homo_ev="-12.5324 / -12.5329"
C -0.6433 -0.4117 0.4155 -0.34
C -0.3094 -1.7599 0.3221 -0.04
C 0.7018 -0.8032 0.8490 -0.43
C -0.3413 1.6421 -0.8514 0.11
N 0.9441 1.8743 -0.4647 -0.67
S -0.7318 -3.4468 0.1367 0.21
H -1.3933 0.3027 0.5966 0.24
H 1.6097 -0.6492 0.2903 0.18
H 0.8292 -0.8557 1.9291 0.21
H -1.1098 2.1239 -0.3094 0.22
H -0.6336 1.0044 -1.6869 0.25
H 1.7256 1.2857 -0.6448 0.43
H -1.8198 -3.0763 -0.5985 0.16
H 1.1718 2.7699 0.0165 0.44

No. 8
18
Properties=species:S:1:pos:R:3:nbo_charge:R:1 method="wB97M-V/def2-TZVPD" spin_multiplicity=1 relative_energy_kcal_mol=76.7 energy_ev=-12292.2946 charge=+1 lumo_ev=-3.595 homo_ev=-12.6887
C -0.3743 -2.0376 1.7178 -0.21
C 0.6138 -2.4562 0.7274 0.53
C -0.3082 3.1798 0.0519 0.08
C -0.4191 1.9882 -1.9748 -0.43
N 0.0050 -0.3913 0.4546 -0.07
N -0.6338 -0.7704 1.4728 -0.13
N 1.1276 -3.7427 0.6664 -0.80
N -0.3449 2.0785 -0.5456 -0.42
O 0.8661 -1.3976 -0.0114 -0.27
H -0.7526 -2.5726 2.5622 0.24
H -0.2379 3.1959 1.1375 0.23
H -0.1974 0.9997 -0.0782 0.45
H -0.3098 4.2304 -0.5433 0.22
H -0.4783 3.0239 -2.2685 0.22
H 0.3323 1.3504 -2.3570 0.24
H -1.3950 1.5649 -2.2174 0.24
H 0.4924 -4.4113 1.0562 0.44
H 2.0141 -3.8320 0.1493 0.44